Formula: C4H7N
Source: the OMol25 dataset
Level of theory: ωB97M-V/def2-TZVPD

Geometry as XYZ:
```
12
Properties=species:S:1:pos:R:3:nbo_charge:R:1
C 2.11644 -0.69072 0.91211 -0.0253
N 1.42930 0.33446 1.16640 -0.4059
C 0.10699 0.34299 0.70056 -0.0411
C -0.26518 0.35989 -0.58020 -0.2442
C -1.71112 0.28475 -0.96075 -0.6504
H 1.86058 -1.43108 0.14825 0.1454
H 3.07041 -0.89659 1.39609 0.1671
H -0.67890 0.39690 1.44682 0.1948
H 0.45995 0.75598 -1.28579 0.2065
H -2.04278 -0.76260 -1.04215 0.2197
H -2.33522 0.45309 -0.06815 0.2128
H -2.01047 0.85293 -1.83319 0.2206
```

Net charge: 0
Highest occupied orbital energy: -8.81 eV
HOMO-LUMO gap: 9.9 eV
SMILES string: C=N/C=C/C
Lowest unoccupied orbital energy: 1.08 eV
Calculated total energy: -211.29574 Eh
Max |F|: 0.0343 hartree/bohr
M: 69.11 g mol⁻¹

***

Formula: C4H7N
Source: the OMol25 dataset
Level of theory: ωB97M-V/def2-TZVPD

Geometry as XYZ:
```
12
Properties=species:S:1:pos:R:3:nbo_charge:R:1
C -0.81075 0.94627 0.16193 -0.2033
C -1.25928 -0.21091 -0.12414 -0.2311
C -0.09719 -1.15346 0.16982 -0.2593
N 1.18522 -0.45319 0.08510 -0.5872
C 0.81845 0.93442 0.00677 -0.2662
H -1.48340 1.86668 0.21340 0.2125
H -2.32722 -0.57414 -0.29827 0.2269
H -0.12389 -1.46680 1.17168 0.1921
H -0.01846 -1.90427 -0.54742 0.1848
H 1.38593 -0.62257 -0.88181 0.3340
H 1.28378 1.41622 -0.87270 0.1962
H 1.44682 1.22173 0.91563 0.2006
```

Net charge: 0
Highest occupied orbital energy: -9.07 eV
HOMO-LUMO gap: 10.1 eV
SMILES string: C1=CCNC1
Lowest unoccupied orbital energy: 1.04 eV
Calculated total energy: -211.26842 Eh
Max |F|: 0.1142 hartree/bohr
M: 69.11 g mol⁻¹

***

Formula: C4H7N
Source: the OMol25 dataset
Level of theory: ωB97M-V/def2-TZVPD

Geometry as XYZ:
```
12
Properties=species:S:1:pos:R:3:nbo_charge:R:1
C 1.47863 -0.59968 0.91777 -0.3786
C 0.85202 0.47545 0.36550 -0.2255
C -0.54127 0.52594 0.13479 -0.1471
C -1.32195 -0.51746 -0.56608 -0.2683
N -1.00569 0.73824 -1.16830 -0.5641
H 0.85209 -1.45811 1.27382 0.2095
H 2.59195 -0.49781 1.09102 0.2094
H 1.46557 1.41488 0.21083 0.2106
H -1.13172 1.22701 0.81929 0.2028
H -0.72704 -1.32890 -1.03366 0.2037
H -2.39884 -0.60627 -0.39902 0.2127
H -0.11375 0.62672 -1.64595 0.3350
```

Net charge: 0
Highest occupied orbital energy: -9.53 eV
HOMO-LUMO gap: 10.7 eV
SMILES string: C=C[C@@H]1CN1
Lowest unoccupied orbital energy: 1.16 eV
Calculated total energy: -211.26938 Eh
Max |F|: 0.0949 hartree/bohr
M: 69.11 g mol⁻¹

***

Formula: C4H7N
Source: the OMol25 dataset
Level of theory: ωB97M-V/def2-TZVPD

Geometry as XYZ:
```
12
Properties=species:S:1:pos:R:3:nbo_charge:R:1
C -2.47507 -0.89092 0.54327 -0.2705
C -1.36728 -0.71589 0.05719 -0.0004
C 0.08415 -0.87798 -0.38936 -0.4778
C 0.95686 0.22909 0.25284 -0.1996
N 0.73991 1.59941 -0.30632 -0.8707
H -3.46488 -0.83958 0.99061 0.2425
H 0.30619 -0.86369 -1.49477 0.2289
H 0.35799 -1.86766 0.05337 0.2444
H 0.73966 0.29392 1.38153 0.2008
H 2.00701 -0.10929 0.09177 0.1667
H 1.19163 2.45505 0.13503 0.3821
H 0.92382 1.58754 -1.31516 0.3536
```

Net charge: 0
Highest occupied orbital energy: -9.13 eV
HOMO-LUMO gap: 10.2 eV
SMILES string: C#CCCN
Lowest unoccupied orbital energy: 1.04 eV
Calculated total energy: -211.27231 Eh
Max |F|: 0.0453 hartree/bohr
M: 69.11 g mol⁻¹

***

Formula: C4H7N2
Source: the OMol25 dataset
Level of theory: ωB97M-V/def2-TZVPD

Geometry as XYZ:
```
13
Properties=species:S:1:pos:R:3:nbo_charge:R:1
C 3.08509 -0.06112 1.07345 -0.4170
C 1.81736 -0.10482 0.95127 0.2936
C 0.47909 -0.16603 0.91140 -0.2293
N -0.17763 0.02365 -0.23586 0.0196
N -1.42327 0.00394 -0.28832 -0.1682
C -2.12242 0.19188 -1.51811 -0.4454
H 3.62482 0.86081 1.25473 0.2895
H 3.71773 -0.93329 0.97193 0.2895
H -0.07531 -0.36108 1.83715 0.2233
H -1.99986 -0.15824 0.55484 0.3946
H -2.63415 -0.73077 -1.80053 0.2472
H -2.87460 0.97455 -1.40973 0.2465
H -1.41685 0.46052 -2.30223 0.2559
```

Net charge: +1
Highest occupied orbital energy: -15.04 eV
HOMO-LUMO gap: 9.2 eV
SMILES string: C=C=C/N=[NH+]/C
Lowest unoccupied orbital energy: -5.83 eV
Calculated total energy: -265.76086 Eh
Max |F|: 0.0337 hartree/bohr
M: 83.11 g mol⁻¹

***

Formula: C4H7N2
Source: the OMol25 dataset
Level of theory: ωB97M-V/def2-TZVPD

Geometry as XYZ:
```
13
Properties=species:S:1:pos:R:3:nbo_charge:R:1
N -1.60745 0.34791 -0.78538 -0.7050
C -0.47846 -0.40588 -0.67602 0.5109
N 0.01745 -1.24182 -1.62287 -0.7052
C 0.24285 -0.32079 0.52702 -0.1330
C 0.66386 -0.31438 1.75637 -0.0902
C 1.01140 1.02916 1.37281 -0.2856
H -1.82669 1.02527 -0.08919 0.4305
H -1.88161 0.59927 -1.71517 0.4175
H 0.93209 -1.65706 -1.35280 0.4348
H -0.15258 -1.25762 -2.59466 0.4316
H 0.61563 -1.09058 2.51352 0.2556
H 0.50725 2.00055 1.60550 0.2256
H 1.95624 1.28597 1.06085 0.2125
```

Net charge: +1
Highest occupied orbital energy: -14.39 eV
HOMO-LUMO gap: 9.8 eV
SMILES string: NC(=[NH2+])C1=CC1
Lowest unoccupied orbital energy: -4.56 eV
Calculated total energy: -265.77257 Eh
Max |F|: 0.0627 hartree/bohr
M: 83.11 g mol⁻¹

***

Formula: C4H7N2
Source: the OMol25 dataset
Level of theory: ωB97M-V/def2-TZVPD

Geometry as XYZ:
```
13
Properties=species:S:1:pos:R:3:nbo_charge:R:1
C 1.74009 -0.64624 0.11616 0.6068
C 0.57779 -1.28160 0.01529 -0.5421
C -0.13029 0.15000 -0.39648 0.0302
C -1.39411 0.35970 0.36135 -0.6663
N 2.05183 0.51356 0.23707 -0.1227
N 0.98282 1.12913 -0.15191 -0.3619
H 0.46916 -1.97111 -0.83778 0.3034
H 0.26399 -1.46442 1.04478 0.2954
H -0.34492 0.10699 -1.46594 0.2415
H -1.09809 0.41477 1.47516 0.2449
H -2.08545 -0.56188 0.14178 0.2661
H -2.04802 1.22797 -0.10802 0.2869
H 1.01521 2.02312 -0.43147 0.4176
```

Net charge: +1
Highest occupied orbital energy (spin up / spin down): -14.60 / -14.60 eV
HOMO-LUMO gap (spin up / spin down): 7.5 / 7.6 eV
Lowest unoccupied orbital energy (spin up / spin down): -7.05 / -7.05 eV
Calculated total energy: -265.64958 Eh
Max |F|: 0.0844 hartree/bohr
M: 83.11 g mol⁻¹

***

Formula: C4H7N2
Source: the OMol25 dataset
Level of theory: ωB97M-V/def2-TZVPD

Geometry as XYZ:
```
13
Properties=species:S:1:pos:R:3:nbo_charge:R:1
C -0.07209 0.42927 0.50532 0.2144
C -0.64472 -0.49366 -0.23277 0.2798
C 0.18495 1.27256 1.63363 -0.6974
C 1.46246 0.17390 -1.60787 -0.0735
N -1.92174 -2.16594 -0.02095 -0.5240
N 0.58928 0.02964 -0.68877 -0.2598
H 0.69615 0.64397 2.43038 0.2927
H -0.68931 1.82827 1.95050 0.2964
H 1.08590 1.73644 1.21404 0.2603
H 2.22798 1.06507 -1.43363 0.2414
H -1.47421 -2.52050 -0.95782 0.3783
H 1.30825 -0.31455 -2.53342 0.2350
H -2.75291 -1.68446 -0.25866 0.3564
```

Net charge: +1
Highest occupied orbital energy (spin up / spin down): -14.50 / -14.50 eV
HOMO-LUMO gap (spin up / spin down): 8.5 / 8.5 eV
Lowest unoccupied orbital energy (spin up / spin down): -5.96 / -5.96 eV
Calculated total energy: -265.60887 Eh
Max |F|: 0.1193 hartree/bohr
M: 83.11 g mol⁻¹

***

Formula: C4H7N2
Source: the OMol25 dataset
Level of theory: ωB97M-V/def2-TZVPD

Geometry as XYZ:
```
13
Properties=species:S:1:pos:R:3:nbo_charge:R:1
C -1.51847 0.78716 0.88798 -0.6608
C -0.35657 0.12195 0.24593 0.1695
C 0.40143 -0.93409 0.63782 -0.0638
N 1.37252 -1.10352 -0.32603 -0.4428
C 1.23419 -0.19876 -1.27593 0.2501
N 0.17344 0.53565 -0.95429 -0.4533
H -1.15178 1.52558 1.60053 0.2558
H -2.10232 0.08632 1.47732 0.2615
H -2.17758 1.29636 0.19017 0.2473
H 0.35466 -1.54779 1.51785 0.2629
H 2.13359 -1.77489 -0.30307 0.4603
H 1.77308 -0.12467 -2.20318 0.2581
H -0.13621 1.33069 -1.49509 0.4553
```

Net charge: +1
Highest occupied orbital energy: -14.37 eV
HOMO-LUMO gap: 11.1 eV
SMILES string: Cc1c[nH]c[nH+]1
Lowest unoccupied orbital energy: -3.25 eV
Calculated total energy: -265.90848 Eh
Max |F|: 0.0132 hartree/bohr
M: 83.11 g mol⁻¹

***

Formula: C4H7N2
Source: the OMol25 dataset
Level of theory: ωB97M-V/def2-TZVPD

Geometry as XYZ:
```
13
Properties=species:S:1:pos:R:3:nbo_charge:R:1
C -0.22829 -1.45765 0.12276 -0.4356
C 0.98117 -0.80372 0.21061 -0.0817
C -0.10928 1.04807 -0.54091 -0.0222
C -0.99420 -0.13161 -0.94585 0.2155
N -1.41058 0.93230 -0.22077 -0.5360
N 0.89199 0.61353 0.50764 -0.5658
H -0.18467 -2.34935 -0.49409 0.2829
H -1.14305 -1.45778 0.73188 0.2692
H 1.80381 -1.03433 -0.51805 0.2435
H 0.06041 1.85239 -1.27577 0.2573
H -2.07092 0.89366 0.56360 0.4380
H 0.64532 0.58453 1.47888 0.4516
H 1.75831 1.30995 0.38007 0.4833
```

Net charge: +1
Highest occupied orbital energy: -13.50 eV
HOMO-LUMO gap: 8.5 eV
Lowest unoccupied orbital energy: -5.01 eV
Calculated total energy: -265.64436 Eh
Max |F|: 0.0759 hartree/bohr
M: 83.11 g mol⁻¹